Here is C4H5NO2S in the gas phase from the OMol25 dataset. Energies are from wB97M-V/def2-TZVPD.

Results
Energy relative to the best compared isomer or geometry (same formula, charge and spin) = 357.8 kJ/mol
Total charge = 0
E_tot = -758.74382 Eh
LUMO energy = 0.0054 Eh
Max |F| = 1.294 eV Å⁻¹
Kohn-Sham gap = 8.992 eV
SMILES = O=C[C@@H]1CN(O)C1=S

XYZ file:
```
13
C4H5NO2S wB97M-V/def2-TZVPD
S 1.39683 -1.64383 -0.09134
O 1.63139 1.66592 -0.65445
O -2.64938 -0.12278 -0.79507
N 0.76891 1.03201 0.21965
C -0.86207 -0.01096 0.81649
C -0.61581 1.45914 0.41627
C -1.94138 -0.68361 -0.00480
C 0.55095 -0.30031 0.27038
H -0.96935 -0.17577 1.88583
H -0.67570 2.23087 1.15569
H 2.41826 1.95484 -0.12854
H -1.09116 1.73662 -0.52480
H -2.06002 -1.80009 0.14186
```